Formula: C56H62BKN8O3S3
Source: OMol25
Level of theory: ωB97M-V with the def2-TZVPD basis set

## Properties
Total charge = -2
Total energy = -126651.1726 eV
Max |F| = 2.77 eV/Å

Each line ends with the Mulliken charge.
Cartesian coordinates (Å):
K 1.118 0.168 -0.463  0.911
C 2.961 -4.604 2.822  -1.694
C 1.638 -4.804 2.153  0.606
C 1.393 -5.919 1.416  -0.429
C 0.167 -6.059 0.734  -0.250
N -0.722 -5.119 0.762  -0.810
N -0.488 -3.990 1.462  0.572
B -1.479 -2.935 1.129  -0.570
N -2.069 -2.892 -0.231  1.002
N -3.415 -2.639 -0.207  -0.748
C -4.042 -2.421 -1.317  -0.011
C -3.395 -2.509 -2.572  -0.236
C -2.057 -2.783 -2.624  -0.380
C -1.330 -2.797 -3.933  -1.927
C -1.328 -2.966 -1.409  1.477
S 0.354 -3.122 -1.365  -0.490
C -5.531 -2.103 -1.202  2.638
C -5.888 -1.672 0.223  -1.647
C -5.900 -0.970 -2.169  -1.816
C -6.325 -3.367 -1.563  -2.065
N -2.141 -2.191 2.189  1.115
N -2.297 -2.912 3.354  -0.913
C -2.974 -2.364 4.324  0.495
C -3.576 -1.097 4.225  -0.934
C -3.365 -0.330 3.063  0.749
C -3.984 1.042 3.017  -1.809
C -2.586 -0.866 2.074  -0.842
S -2.051 -0.147 0.553  1.365
C -3.145 -3.213 5.587  2.026
C -2.607 -2.439 6.796  -1.634
C -4.641 -3.502 5.777  -1.726
C -2.396 -4.545 5.475  -1.887
C 0.635 -3.779 2.246  0.346
S 0.840 -2.402 3.187  -0.305
C -0.202 -7.273 -0.125  2.389
C 0.890 -8.337 -0.086  -2.297
C -0.407 -6.802 -1.572  -1.354
C -1.513 -7.874 0.402  -1.682
H 3.641 -5.423 2.574  0.373
H 2.843 -4.538 3.906  0.294
H 3.392 -3.653 2.507  0.330
H 2.161 -6.677 1.333  0.417
H -3.938 -2.314 -3.491  0.235
H -2.038 -2.795 -4.766  0.418
H -0.670 -3.661 -3.997  0.322
H -0.693 -1.912 -4.011  0.294
H -5.374 -0.741 0.490  0.038
H -5.587 -2.423 0.952  0.303
H -6.969 -1.510 0.292  0.516
H -5.248 -0.103 -2.017  0.188
H -6.935 -0.660 -1.996  0.483
H -5.812 -1.278 -3.215  0.354
H -6.085 -4.174 -0.863  0.387
H -6.081 -3.710 -2.574  0.342
H -7.402 -3.171 -1.513  0.470
H -4.154 -0.678 5.041  0.459
H -4.915 1.029 3.587  0.584
H -4.207 1.370 2.003  0.075
H -3.322 1.784 3.468  0.375
H -3.085 -1.460 6.891  0.271
H -1.528 -2.281 6.697  0.348
H -2.793 -3.003 7.718  0.454
H -5.214 -2.580 5.909  0.288
H -4.792 -4.132 6.661  0.467
H -5.040 -4.024 4.903  0.345
H -1.321 -4.378 5.352  0.266
H -2.732 -5.112 4.604  0.324
H -2.569 -5.135 6.383  0.487
H 1.835 -7.956 -0.485  0.398
H 0.587 -9.191 -0.699  0.419
H 1.064 -8.696 0.934  0.434
H 0.495 -6.316 -1.958  0.335
H -1.211 -6.064 -1.617  0.103
H -0.659 -7.654 -2.215  0.473
H -1.397 -8.219 1.435  0.379
H -1.816 -8.726 -0.219  0.428
H -2.302 -7.121 0.382  0.286
C 2.833 0.886 3.781  -0.339
O 3.946 1.669 3.341  -0.607
C 3.695 2.579 2.344  0.673
C 4.091 3.876 2.591  -0.371
C 3.926 4.888 1.636  -0.924
C 3.348 4.548 0.423  -0.481
C 2.960 3.240 0.128  1.292
C 2.325 2.987 -1.188  -0.501
N 2.340 1.859 -1.769  -0.596
N 1.722 1.715 -3.001  -0.581
C 0.491 1.251 -3.022  -0.306
O -0.275 0.976 -2.043  -0.099
C -0.032 1.007 -4.428  0.078
C 0.792 0.930 -5.551  -0.346
C 0.249 0.678 -6.807  -0.618
C -1.126 0.501 -6.959  -0.404
C -1.949 0.579 -5.844  -0.764
C -1.403 0.826 -4.587  0.104
C 3.099 2.179 1.095  0.146
O 2.682 0.993 0.881  -1.094
H 3.227 0.161 4.493  0.293
H 2.349 0.368 2.959  0.062
H 2.102 1.524 4.296  0.176
H 4.528 4.090 3.562  0.385
H 4.230 5.905 1.847  0.333
H 3.199 5.312 -0.338  0.320
H 1.823 3.838 -1.667  0.269
H 1.857 1.066 -5.409  0.443
H 0.901 0.611 -7.672  0.368
H -1.545 0.296 -7.937  0.363
H -3.021 0.435 -5.950  0.399
H -2.021 0.871 -3.697  0.378
C -0.287 6.035 3.076  -0.640
C -1.579 5.608 2.784  -1.039
C -1.805 4.298 2.386  0.138
C -0.748 3.391 2.276  -1.105
C 0.541 3.825 2.586  0.596
C 0.770 5.140 2.974  -0.809
C -0.994 1.979 1.861  -0.393
C -1.749 1.584 0.831  0.411
C -2.282 2.469 -0.251  -0.572
C -1.485 3.490 -0.769  0.025
C -1.959 4.322 -1.769  -0.828
C -3.240 4.148 -2.281  -0.818
C -4.031 3.115 -1.799  -0.843
C -3.550 2.274 -0.801  -0.001
H -0.106 7.059 3.377  0.379
H -2.413 6.296 2.866  0.375
H -2.809 3.973 2.137  0.399
H 1.377 3.138 2.498  0.913
H 1.786 5.453 3.184  0.370
H -0.560 1.209 2.499  0.742
H -0.471 3.607 -0.407  0.194
H -1.316 5.099 -2.163  0.403
H -3.606 4.796 -3.068  0.358
H -5.021 2.951 -2.206  0.415
H -4.154 1.442 -0.457  0.280

Atoms 1-2, force components in eV/Å:
K -0.554 -2.591 0.793
C -0.041 0.002 0.061

---

Formula: C56H62BiGe2NS5Si
Source: OMol25
Level of theory: ωB97M-V with the def2-TZVPD basis set

## Properties
Total energy = -241504.2169 eV
Max |F| = 0.68 eV/Å

Each line ends with the Mulliken charge.
Cartesian coordinates (Å):
Bi -0.405 -0.566 -2.830  1.132
C 1.249 6.742 -1.899  -1.544
C 0.333 5.842 -1.111  1.046
C -0.819 5.311 -1.676  -1.102
C -1.700 4.538 -0.932  1.435
C -2.958 3.990 -1.556  -1.673
C -1.410 4.272 0.411  0.464
C -0.228 4.755 0.984  1.081
C 0.168 4.420 2.399  -1.591
C 0.617 5.543 0.214  -0.958
C -2.405 3.546 1.249  -0.981
C -3.349 4.303 1.942  -0.090
C -4.303 3.695 2.740  -1.065
C -4.318 2.315 2.867  0.137
C -3.380 1.536 2.200  -0.688
C -2.432 2.158 1.378  -0.199
Ge -1.220 0.985 0.330  -0.303
S -2.378 -0.046 -1.252  -0.479
S 0.589 1.875 -0.758  0.255
Ge 1.646 0.016 0.047  -0.066
S 1.575 -1.549 -1.525  -0.642
S 0.028 -0.467 1.548  0.808
C 3.471 0.271 0.781  0.110
C 3.811 -0.302 2.007  -0.464
C 5.089 -0.086 2.521  0.121
C 6.007 0.691 1.834  -1.216
C 5.661 1.251 0.614  0.069
C 4.399 1.036 0.068  -0.922
C 4.063 1.634 -1.256  0.604
C 4.299 0.927 -2.438  0.826
C 4.959 -0.427 -2.454  -1.942
C 3.963 1.520 -3.655  -0.898
C 3.434 2.798 -3.723  0.589
C 3.110 3.442 -5.044  -1.522
C 3.239 3.497 -2.535  -0.850
C 3.552 2.941 -1.307  0.997
C 3.329 3.719 -0.038  -1.237
C 2.859 -1.126 2.808  -0.331
C 2.648 -2.474 2.512  1.749
C 3.337 -3.166 1.364  -1.888
C 1.779 -3.211 3.316  -1.066
C 1.137 -2.647 4.405  0.775
C 0.242 -3.468 5.295  -1.785
C 1.361 -1.302 4.683  -0.452
C 2.206 -0.533 3.902  1.239
C 2.395 0.930 4.208  -1.734
C -3.343 0.061 2.413  0.903
C -4.036 -0.815 1.577  0.880
C -4.937 -0.316 0.478  -1.982
C -3.907 -2.187 1.784  -0.910
C -3.124 -2.697 2.806  0.328
C -2.964 -4.179 3.013  -1.474
C -2.490 -1.805 3.667  -0.246
C -2.595 -0.435 3.496  0.614
C -1.939 0.506 4.473  -1.466
H 0.848 6.936 -2.893  0.383
H 2.240 6.297 -2.010  0.368
H 1.376 7.696 -1.385  0.379
H -1.044 5.515 -2.718  0.310
H -3.018 4.263 -2.609  0.425
H -3.843 4.375 -1.046  0.344
H -2.988 2.901 -1.477  0.264
H -0.627 3.902 2.931  0.324
H 0.428 5.321 2.957  0.480
H 1.050 3.772 2.393  -0.008
H 1.523 5.934 0.665  0.498
H -3.320 5.382 1.846  0.526
H -5.025 4.299 3.276  0.412
H -5.052 1.827 3.498  0.550
H 5.352 -0.543 3.468  0.570
H 6.991 0.862 2.251  0.406
H 6.376 1.855 0.067  0.549
H 5.093 -0.828 -1.452  0.158
H 5.941 -0.359 -2.930  0.475
H 4.360 -1.136 -3.023  0.370
H 4.135 0.963 -4.571  0.345
H 3.270 2.751 -5.870  0.371
H 3.743 4.317 -5.203  0.338
H 2.072 3.779 -5.068  0.316
H 2.825 4.499 -2.574  0.313
H 3.001 4.732 -0.264  0.345
H 4.238 3.768 0.563  0.561
H 2.556 3.236 0.565  -0.243
H 4.100 -2.539 0.908  0.277
H 2.616 -3.432 0.588  0.177
H 3.808 -4.088 1.709  0.552
H 1.613 -4.258 3.083  0.398
H -0.115 -4.361 4.783  0.314
H -0.618 -2.885 5.628  0.463
H 0.788 -3.785 6.187  0.430
H 0.856 -0.844 5.528  0.485
H 1.675 1.262 4.956  0.445
H 2.267 1.532 3.306  0.116
H 3.399 1.123 4.590  0.380
H -4.706 0.712 0.205  0.329
H -5.979 -0.357 0.805  0.464
H -4.838 -0.938 -0.411  0.394
H -4.428 -2.867 1.117  0.358
H -3.435 -4.745 2.209  0.366
H -3.417 -4.486 3.958  0.379
H -1.905 -4.443 3.054  0.212
H -1.886 -2.193 4.481  0.356
H -1.413 -0.055 5.245  0.425
H -2.682 1.150 4.947  0.440
H -1.216 1.152 3.973  0.075
C -1.056 -5.567 -6.342  -1.014
Si -2.549 -5.391 -5.209  0.151
C -3.173 -7.119 -4.767  -1.102
C -3.965 -4.438 -6.006  -1.011
C -2.061 -4.557 -3.578  0.158
C -2.239 -5.176 -2.350  0.132
C -1.887 -4.556 -1.148  -1.397
C -1.359 -3.289 -1.206  -0.381
N -1.193 -2.676 -2.378  -0.093
C -1.517 -3.258 -3.549  0.228
S -1.204 -2.238 -4.899  -0.562
H -1.342 -6.088 -7.259  0.333
H -0.266 -6.145 -5.858  0.331
H -0.648 -4.594 -6.613  0.309
H -3.471 -7.647 -5.675  0.300
H -4.044 -7.079 -4.110  0.304
H -2.401 -7.717 -4.277  0.312
H -4.284 -4.936 -6.925  0.333
H -3.667 -3.419 -6.255  0.303
H -4.823 -4.390 -5.333  0.336
H -2.666 -6.172 -2.321  0.380
H -2.024 -5.050 -0.197  0.501
H -1.061 -2.731 -0.324  0.792

Atoms 1-2, force components in eV/Å:
Bi 0.088 0.394 -0.076
C -0.041 -0.040 0.058